Density functional theory data (the ωB97M-V functional and the def2-TZVPD basis) for a structure of composition C22H18Cl3N5O2RuS.

Output
total charge: +1
ΔE to the lowest compared entry with this formula, charge and spin: 1.868 eV
expectation value of S²: 0.757
E: -3146.90599 hartree
LUMO (alpha / beta): -3.38 / -4.06 eV
2S+1: 2

```
52
Properties=species:S:1:pos:R:3:forces:R:3
Ru -0.01620 -0.08162 0.47136 -0.5449 0.9273 0.9883
Cl 4.18325 -2.48256 1.65017 0.0059 -0.0145 0.0198
Cl 4.13204 0.22978 2.69568 -0.0011 0.0154 0.0020
Cl 5.38792 -0.30855 0.16343 0.0085 -0.0228 0.0071
S -1.35497 -1.85767 0.62040 0.3319 -0.5900 0.1168
O 2.63038 -0.43217 -0.69284 0.2964 0.0434 0.2432
O 1.70022 -0.59611 1.32304 0.5338 -0.2847 -0.0607
N 0.85406 1.95984 0.05346 -0.3962 0.0729 0.0227
N -0.42722 0.45832 2.36488 0.2396 0.1207 -0.3735
N -1.75562 1.14236 0.14161 0.0792 -0.1571 -0.4796
N -0.31805 0.61522 4.81033 0.1558 0.1437 0.0339
N 0.80320 -2.57393 -0.61308 -0.3805 -0.0622 0.0041
C 1.74213 -3.39274 -1.06685 0.0270 -0.0991 -0.2117
C -0.12540 2.90521 0.13636 0.0471 0.1040 -0.1258
C 0.96818 0.36688 5.47293 -0.0328 -0.0389 -0.0107
C 0.44666 -5.31463 -0.50227 -0.0537 0.0505 0.0301
C -4.09683 1.63404 0.23170 0.0302 0.0492 -0.0074
C -0.91801 5.23192 0.21127 -0.0556 -0.0006 -0.0036
C -3.01616 0.75038 0.16728 -0.1359 -0.1045 -0.1305
C -1.49475 2.47538 0.17062 -0.0375 0.0436 0.1133
C 0.14918 4.28001 0.13330 0.0444 -0.0021 0.0011
C -0.29581 -3.10852 -0.07653 0.2310 0.5789 -0.0184
C -0.37628 0.53225 3.51305 -0.2327 -0.1947 0.0292
C 4.06649 -0.76828 1.22613 0.0392 -0.0217 -0.0420
C 2.09668 2.38700 -0.08582 0.1476 -0.1624 0.0236
C -0.53515 -4.46627 -0.00220 0.0135 -0.1413 -0.0129
C -3.85218 2.97921 0.26499 0.0574 -0.0877 -0.0091
C -2.52067 3.42923 0.23252 -0.0503 0.0021 0.0062
C -2.20070 4.82417 0.25913 0.0382 0.0356 -0.0038
C 1.49028 4.68987 0.03248 0.0086 -0.0745 -0.0114
C 2.70378 -0.57400 0.51184 -0.3208 -0.2646 -0.2248
C -1.53668 0.65770 5.61672 -0.0225 -0.0283 -0.0158
C 2.46078 3.73744 -0.09336 -0.0298 0.0509 0.0023
C 1.60721 -4.77624 -1.03248 -0.0169 0.0648 0.0187
H -1.44375 -4.84765 0.44232 -0.0035 0.0010 -0.0039
H -3.01404 5.53641 0.30756 0.0121 0.0088 0.0033
H 3.50550 3.99093 -0.20057 -0.0083 0.0208 -0.0043
H 2.86382 1.64263 -0.22207 -0.0385 -0.0281 0.0306
H 2.39328 -5.40930 -1.41870 0.0047 0.0090 0.0039
H 1.72965 5.74572 0.03490 0.0031 -0.0021 0.0011
H -2.36564 1.00749 5.00698 -0.0029 -0.0103 -0.0025
H 1.76809 0.43652 4.73985 0.0050 -0.0015 0.0020
H 2.62330 -2.92016 -1.48594 -0.0182 -0.0142 0.0088
H -0.66634 6.28454 0.21692 -0.0074 -0.0014 0.0050
H -3.20001 -0.31358 0.11829 0.0590 0.0142 0.0094
H -1.77090 -0.33019 6.01564 0.0041 0.0015 0.0065
H -1.38621 1.35426 6.43966 0.0022 0.0000 -0.0028
H -5.09793 1.22824 0.24398 -0.0153 0.0410 0.0021
H -4.65848 3.70006 0.30939 -0.0063 -0.0036 0.0036
H 0.30693 -6.38703 -0.46636 -0.0107 0.0038 0.0046
H 0.97922 -0.62871 5.91794 -0.0073 0.0060 0.0152
H 1.11696 1.11693 6.24778 0.0041 0.0038 -0.0032
```
Forces are in eV/Å.

Results of the Mulliken charge analysis, in e, for atoms 1 through 5: atom 1 (Ru): -0.02, atom 2 (Cl): -0.12, atom 3 (Cl): -0.15, atom 4 (Cl): -0.10, atom 5 (S): -0.31

Density functional theory data (the ωB97M-V functional and the def2-TZVPD basis) for a structure of composition C22H18ClN3O3S2.

Output
total charge: 0
E: -2495.06465 hartree
LUMO: -1.23 eV

```
49
Properties=species:S:1:pos:R:3:forces:R:3
Cl 1.84185 -1.28113 -4.14057 2.0748 -0.9240 -0.8676
S -3.80510 -0.45777 -1.99258 -13.5352 7.2486 -1.6559
S 5.42746 2.86542 1.15668 2.4035 1.1869 -1.1027
O -4.93605 -0.21300 -3.22785 4.4017 -3.0613 4.3260
O 2.17340 0.95090 -2.50226 -4.2494 -0.5298 3.1324
O -3.99405 0.81631 -1.22179 1.7413 -2.6660 -0.2013
N 4.25312 2.60604 3.30164 0.4587 1.4112 9.6447
N 1.19512 0.59138 -0.52504 -5.2546 -3.9572 17.6441
N -4.08843 -1.73118 -0.93150 5.4905 2.5309 -7.0061
C 0.33402 -1.11271 -3.60601 -5.7609 3.7667 0.4969
C 1.51076 0.98176 1.94496 3.5050 1.9530 -0.8120
C 2.09471 1.66576 2.97034 4.4216 -0.4899 -5.6981
C 3.94959 2.21912 1.19709 -5.7434 -3.0247 -1.2793
C 6.51621 3.64757 3.60050 -5.3285 1.5669 -3.0161
C 3.41405 2.09449 2.56105 -5.1538 -1.4773 -4.4135
C 0.02071 -0.04699 -2.51239 4.1511 -3.5160 -1.7420
C -3.00298 -1.71163 -0.20995 3.1467 -1.0488 10.0404
C -0.89160 -1.57968 -4.40577 5.5810 0.1618 4.3667
C -1.80521 -2.35329 -0.32531 -2.8484 5.9610 7.9611
C 5.27768 3.03338 2.84173 7.8013 2.8680 0.1880
C -5.29479 -2.19422 -0.79684 -2.8964 -6.9757 2.6043
C -2.08670 -1.40979 -3.72415 -2.6385 0.2303 -1.7005
C -3.18499 -1.16104 1.26153 -1.1755 -2.0443 -7.4295
C 1.08435 0.59940 -1.68780 6.6490 0.8150 -16.1946
C -1.15673 -0.00792 -1.99430 -7.6656 2.2076 1.5424
C -2.30893 -1.15560 2.18166 2.8387 2.4245 3.4924
C -1.03631 -1.64808 1.79709 -0.9466 3.4279 8.6141
C -2.39356 -0.57150 -2.57792 10.8699 -2.3196 -4.5715
C 3.15606 1.70660 0.15050 1.5449 -2.2921 0.4863
C -0.84731 -2.17049 0.70023 3.5516 -6.1541 -8.5809
C 2.00765 0.91366 0.69074 3.6458 3.9307 -7.6553
H -5.58682 -1.75926 0.05971 -3.4152 1.7955 2.5577
H 6.50770 4.67852 3.31054 0.9885 0.6255 -1.2140
H 0.26391 -0.00027 0.06666 2.8735 2.0246 -2.6771
H -2.54872 -0.44364 3.03631 0.7369 -1.6953 -0.4728
H -0.46432 -2.33966 -5.10367 -1.7447 0.6946 -0.0289
H 0.12817 -2.76343 0.57707 -1.3142 1.1157 -0.1834
H -1.67990 -2.77841 -1.10858 2.4232 -5.5746 -9.4862
H -1.38113 0.76751 -1.17987 0.3849 -1.3779 -0.8812
H -4.11830 -0.84636 1.39169 -3.7175 1.7708 0.7817
H 1.73779 1.46539 3.86824 -1.1318 0.1374 4.3575
H 0.61388 0.67541 2.02018 -6.4936 -2.6499 0.9837
H 6.30170 3.86231 4.55172 -1.1062 -0.3815 4.1615
H 3.66271 1.60973 -0.97966 -2.3902 0.2575 3.0684
H -5.34292 -3.40199 -0.38672 0.5393 2.7742 -1.5962
H -5.73444 -2.14446 -1.72754 -2.1137 0.4279 -1.4495
H -0.22999 -1.74743 2.48798 0.3332 0.4209 0.7877
H -2.90429 -1.84829 -4.36741 0.2394 0.5037 1.4388
H 7.35101 3.12854 3.50964 3.8282 -2.0795 -0.7605
```
Forces are in eV/Å.

Results of the Mulliken charge analysis, in e, for atoms 1 through 5: atom 1 (Cl): -0.09, atom 2 (S): 1.23, atom 3 (S): -0.30, atom 4 (O): -0.75, atom 5 (O): -0.84